{
  "formula": "C5H7FOS",
  "method": "ωB97M-V with the def2-TZVPD basis set",
  "elements": ["C", "C", "C", "C", "C", "H", "H", "H", "H", "H", "H", "H", "O", "F", "S"],
  "xyz": [[-0.357, 2.117, -0.411], [-0.540, 1.016, -1.339], [0.673, 0.224, -0.977], [0.998, 1.405, -0.057], [-0.315, -1.642, 1.038], [-0.458, 3.100, -1.005], [-1.372, 0.511, -0.948], [-0.713, 1.235, -2.516], [1.236, 0.302, -1.843], [0.973, 0.999, 0.984], [2.039, 1.951, -0.126], [-1.314, -0.941, 0.978], [-0.170, -2.522, 2.001], [-1.321, 2.137, 0.615], [0.632, -1.558, -0.412]],
  "e_above_lowest_kcal_mol": 61.3,
  "homo_energy_ev": -9.912,
  "homo_lumo_gap_ev": 10.00
}

{
  "formula": "C20H20B2F4N7O6Ti",
  "method": "ωB97M-V with the def2-TZVPD basis set",
  "elements": ["Ti", "C", "C", "N", "O", "B", "F", "F", "O", "N", "C", "C", "C", "N", "O", "B", "F", "F", "O", "N", "C", "C", "C", "H", "H", "H", "H", "H", "H", "H", "H", "H", "H", "H", "H", "O", "C", "N", "C", "O", "C", "C", "C", "C", "C", "N", "C", "C", "C", "C", "C", "N", "H", "H", "H", "H", "H", "H", "H", "H"],
  "xyz": [[0.232, -0.403, 0.607], [-2.628, 0.561, 3.596], [-1.955, 0.427, 2.290], [-0.687, 0.441, 2.102], [0.283, 0.026, 3.001], [0.233, -1.529, 3.237], [0.180, -1.808, 4.539], [-0.841, -1.961, 2.441], [1.484, -2.131, 2.617], [1.373, -1.977, 1.280], [2.078, -2.641, 0.440], [3.065, -3.687, 0.795], [1.655, -2.338, -0.987], [0.852, -1.333, -1.075], [-0.026, -1.236, -2.114], [-1.348, -1.884, -1.700], [-1.062, -2.841, -0.721], [-1.966, -2.329, -2.805], [-2.288, -0.870, -1.027], [-1.843, -0.462, 0.160], [-2.656, 0.078, 1.011], [-4.116, 0.228, 0.819], [1.985, -3.224, -2.127], [-1.911, 0.804, 4.376], [-3.135, -0.374, 3.846], [-3.388, 1.341, 3.526], [3.258, -3.686, 1.865], [3.994, -3.530, 0.244], [2.677, -4.669, 0.514], [-4.413, -0.154, -0.153], [-4.379, 1.286, 0.892], [-4.653, -0.310, 1.602], [2.290, -4.214, -1.798], [2.811, -2.777, -2.688], [1.129, -3.296, -2.795], [-1.836, 2.555, 0.220], [-1.188, 2.101, -0.686], [0.058, 1.404, -0.387], [1.045, 2.344, -0.286], [0.973, 3.484, -0.692], [2.267, 1.861, 0.424], [3.354, 2.697, 0.591], [4.444, 2.227, 1.298], [4.391, 0.943, 1.820], [3.262, 0.175, 1.614], [2.205, 0.616, 0.909], [-1.605, 2.177, -2.110], [-2.704, 2.953, -2.441], [-3.080, 3.006, -3.774], [-2.343, 2.278, -4.694], [-1.253, 1.542, -4.251], [-0.867, 1.492, -2.982], [3.300, 3.690, 0.169], [5.315, 2.850, 1.451], [5.207, 0.533, 2.396], [3.196, -0.806, 2.057], [-3.236, 3.498, -1.674], [-3.925, 3.603, -4.088], [-2.601, 2.283, -5.744], [-0.659, 0.966, -4.951]],
  "e_above_lowest_kcal_mol": 42.2,
  "charge": 1,
  "homo_energy_ev": -12.129,
  "homo_lumo_gap_ev": 6.83
}

{
  "formula": "C12H21ClN2O3Si",
  "method": "ωB97M-V with the def2-TZVPD basis set",
  "elements": ["O", "Cl", "N", "O", "O", "C", "C", "C", "C", "N", "C", "C", "C", "C", "C", "C", "C", "C", "Si", "H", "H", "H", "H", "H", "H", "H", "H", "H", "H", "H", "H", "H", "H", "H", "H", "H", "H", "H", "H", "H"],
  "xyz": [[2.195, 1.921, -0.696], [-1.327, 1.000, 4.234], [0.679, 0.950, 2.331], [2.693, 0.070, 0.535], [-1.545, 2.625, -1.071], [1.979, 1.207, 0.252], [0.843, 1.522, 1.140], [-0.414, 1.510, 2.825], [-0.944, 2.468, 1.986], [-0.128, 2.492, 0.894], [-0.444, 3.179, -0.353], [4.551, -1.301, 0.008], [3.611, -0.194, -0.486], [-1.418, 1.221, -1.325], [-1.116, -2.098, 1.207], [-0.342, -1.938, -1.678], [-3.327, -2.312, -0.902], [-2.036, 0.358, -0.256], [-1.677, -1.488, -0.459], [-1.937, 2.924, 2.075], [0.422, 3.161, -1.039], [-0.704, 4.218, -0.152], [5.211, -1.593, -0.801], [5.158, -0.948, 0.848], [3.988, -2.184, 0.338], [4.193, 0.714, -0.640], [3.073, -0.436, -1.405], [-1.890, 1.007, -2.286], [-0.355, 0.952, -1.490], [-1.894, -1.863, 1.957], [-0.927, -3.190, 1.193], [-0.236, -1.594, 1.528], [0.547, -1.349, -1.482], [-0.094, -2.997, -1.530], [-0.670, -1.823, -2.726], [-4.046, -2.461, -0.070], [-3.186, -3.292, -1.316], [-3.755, -1.690, -1.648], [-1.635, 0.642, 0.682], [-3.095, 0.606, -0.221]],
  "smiles": "CCOC(=O)c1nc(Cl)cn1COCC[Si](C)(C)C",
  "e_above_lowest_kcal_mol": 0.0,
  "homo_energy_ev": -9.140,
  "homo_lumo_gap_ev": 9.35
}

{
  "formula": "C4H9NS",
  "method": "ωB97M-V with the def2-TZVPD basis set",
  "elements": ["C", "C", "C", "C", "H", "H", "H", "H", "H", "H", "H", "H", "H", "N", "S"],
  "xyz": [[-1.286, -1.229, -0.108], [-0.401, -0.397, 0.775], [0.241, 1.650, 0.253], [0.869, 0.239, 0.233], [-2.259, -0.768, -0.324], [-1.611, -2.220, 0.388], [-0.836, -1.481, -1.086], [-0.019, -1.000, 1.605], [-0.061, 2.214, -0.646], [0.896, 2.365, 0.736], [1.574, 0.188, 1.103], [1.609, -1.028, -1.274], [0.985, 0.406, -1.896], [1.429, -0.066, -1.100], [-1.132, 1.128, 1.342]],
  "smiles": "C[C@@H]1SC[C@@H]1N",
  "e_above_lowest_kcal_mol": 32.0,
  "homo_energy_ev": -8.548,
  "homo_lumo_gap_ev": 9.55
}

{
  "formula": "C6H13N3O",
  "method": "ωB97M-V with the def2-TZVPD basis set",
  "elements": ["C", "C", "N", "C", "C", "C", "N", "C", "N", "H", "H", "H", "H", "H", "H", "H", "H", "H", "H", "H", "O", "H", "H"],
  "xyz": [[-3.359, 0.451, -0.407], [-2.384, -0.244, 0.527], [-1.006, -0.042, 0.101], [-0.043, -0.684, 0.968], [1.376, -0.455, 0.487], [2.411, -1.495, 0.755], [1.903, -1.296, -0.590], [1.800, 0.944, 0.418], [2.120, 2.053, 0.533], [-4.393, 0.286, -0.076], [-3.169, 1.533, -0.432], [-3.266, 0.061, -1.432], [-2.488, 0.163, 1.545], [-2.635, -1.322, 0.594], [-0.896, -0.384, -0.851], [-0.147, -0.275, 1.985], [-0.193, -1.780, 1.050], [3.446, -1.194, 0.915], [2.081, -2.377, 1.308], [1.226, -2.006, -0.862], [2.777, 2.836, -2.450], [2.212, 2.038, -2.541], [2.623, 3.191, -1.548]],
  "smiles": "CCNC[C@@]1(C#N)CN1.O",
  "e_above_lowest_kcal_mol": 61.0,
  "homo_energy_ev": -9.616,
  "homo_lumo_gap_ev": 10.27
}

{
  "formula": "C8H15N",
  "method": "ωB97M-V with the def2-TZVPD basis set",
  "elements": ["C", "C", "C", "C", "C", "C", "C", "C", "N", "H", "H", "H", "H", "H", "H", "H", "H", "H", "H", "H", "H", "H", "H", "H"],
  "xyz": [[-0.743, 0.890, -0.084], [-0.826, -1.039, 0.378], [1.396, -0.034, -0.126], [0.703, 1.237, 0.305], [0.638, -1.257, 0.409], [-1.656, 1.934, -0.678], [-1.725, -1.974, -0.356], [2.892, -0.081, -0.027], [-1.410, 0.095, 0.970], [-1.077, 0.323, 1.899], [-0.238, 0.229, -1.001], [0.790, 1.528, 1.369], [1.052, 2.077, -0.300], [0.910, -1.417, 1.467], [0.924, -2.162, -0.130], [-1.878, 2.701, 0.068], [-2.601, 1.486, -0.985], [-1.190, 2.412, -1.540], [-1.685, -2.963, 0.109], [-2.761, -1.641, -0.329], [-1.406, -2.083, -1.398], [3.286, -1.037, -0.381], [3.268, 0.067, 1.001], [3.337, 0.709, -0.639]],
  "e_above_lowest_kcal_mol": 113.5,
  "homo_energy_ev": [-6.020, -7.405],
  "homo_lumo_gap_ev": [6.32, 8.47]
}